Formula: C61H133BCrF4N2O42
Source: the OMol25 dataset
Level of theory: ωB97M-V/def2-TZVPD

<S²> = 6.01
2S+1 = 5
Kohn-Sham gap (spin up / spin down) = 7.71 / 8.15 eV
LUMO (spin up / spin down) = 0.48 / 0.48 eV

Geometry as XYZ:
```
244
Properties=species:S:1:pos:R:3:forces:R:3:mulliken_spin:R:1
Cr 12.6371 -13.3629 -6.3418 -2.0 1.9 -1.8 3.923
N 8.7061 -13.5334 -5.1714 -1.0 0.5 1.0 -0.003
H 7.9203 -13.1731 -5.6937 -0.2 0.5 -1.0 0.000
H 9.5827 -13.0621 -5.3431 1.3 1.3 -0.6 0.017
H 8.7904 -14.5057 -5.4315 0.0 -2.4 -0.1 0.004
H 8.4293 -13.3985 -4.2095 0.3 -0.4 0.4 0.000
N 10.9459 -17.0208 -7.1059 0.6 -0.7 -0.4 -0.002
H 10.6441 -17.4860 -7.9501 0.2 -0.4 -0.4 -0.001
H 10.0807 -16.7633 -6.6529 -1.8 0.5 1.4 0.002
H 11.4192 -16.1540 -7.3172 0.7 1.3 -0.6 0.034
H 11.5246 -17.5927 -6.5074 0.1 -0.3 0.0 0.000
C 11.6166 -13.6013 -10.2981 0.6 -1.6 -0.4 -0.005
C 11.9288 -14.8189 -9.3910 0.2 0.5 0.5 0.027
C 13.1813 -15.6102 -9.8630 -0.7 0.2 -0.7 -0.004
O 11.9223 -14.5421 -8.0508 0.5 0.8 1.9 -0.139
H 12.4684 -12.9240 -10.3606 -0.3 0.5 0.3 -0.005
H 10.6273 -13.2058 -10.0680 0.4 0.5 0.3 0.005
H 11.5234 -14.0417 -11.2908 0.0 0.2 -0.4 0.000
H 11.0588 -15.4537 -9.5587 -0.2 -0.8 -0.4 0.005
H 12.8554 -16.0263 -10.8164 0.3 -0.3 -0.2 0.001
H 13.4966 -16.4341 -9.2228 -0.4 0.1 0.3 0.000
H 14.0850 -15.0400 -10.0781 0.0 0.5 0.1 0.000
C 6.8051 -17.2529 -4.6664 -0.2 -0.5 0.6 0.000
C 8.3168 -17.1158 -4.7660 0.2 0.0 -1.1 0.000
C 9.0037 -18.5010 -4.8230 -0.5 0.4 -0.2 0.000
O 8.6350 -16.2748 -5.8614 0.2 -0.2 0.6 0.010
H 6.4710 -17.9440 -3.8925 0.3 -0.2 0.4 0.000
H 6.4413 -17.7220 -5.5805 -0.1 0.4 -0.3 0.000
H 6.2951 -16.3215 -4.4205 0.1 0.2 -0.5 0.000
H 8.7716 -16.7527 -3.8444 -0.4 0.7 0.6 0.000
H 8.8395 -19.0239 -5.7652 0.3 0.2 -0.4 0.000
H 8.5874 -19.1757 -4.0750 0.2 0.1 0.4 0.000
H 10.0515 -18.2843 -4.6151 0.1 -0.6 -0.3 0.000
C 9.7658 -11.1043 -7.7712 -1.4 -0.4 -1.2 -0.042
C 10.4853 -10.7794 -6.5006 1.1 -1.3 0.1 0.041
C 9.6725 -9.8451 -5.6184 -0.7 -0.4 0.2 -0.003
O 10.9897 -11.9927 -5.8915 -0.3 0.6 -0.3 -0.018
H 9.5258 -10.2321 -8.3794 0.7 0.4 -0.3 0.001
H 8.7546 -11.5055 -7.7037 -0.1 -0.3 0.9 0.000
H 10.2926 -11.8603 -8.3536 0.4 0.3 0.0 0.031
H 11.3055 -10.1720 -6.8832 0.7 0.1 0.3 -0.014
H 9.2971 -9.0072 -6.2058 0.5 0.3 -0.1 0.000
H 10.1773 -9.4917 -4.7192 0.2 0.0 -0.2 0.000
H 8.7313 -10.2918 -5.2981 0.0 -0.5 0.2 0.000
B 13.5182 -15.3072 -4.8743 -1.4 -1.9 -1.1 -0.017
F 13.1288 -16.5222 -5.3643 0.0 -2.2 -0.6 0.008
F 12.3311 -14.6446 -4.7048 -2.1 1.2 1.7 0.038
F 14.2871 -15.4145 -3.8414 2.0 0.0 3.1 0.000
F 14.1439 -14.6415 -5.8995 1.9 1.2 -2.2 0.056
C 12.0706 -11.9601 -16.3922 0.6 -0.6 -0.8 0.000
C 11.5364 -12.2135 -15.0175 -0.9 1.5 0.3 0.000
O 12.5015 -12.7863 -14.1283 -0.4 -1.6 -0.7 0.000
C 12.6396 -14.1646 -14.2426 -1.5 1.5 0.1 0.000
O 11.8267 -14.9506 -14.6342 -0.5 0.1 -0.4 0.000
O 13.8049 -14.4419 -13.7812 3.0 -0.8 1.4 0.000
C 14.2400 -15.7958 -13.5906 -0.3 -1.5 -0.3 0.001
H 11.5622 -11.1425 -16.9032 -0.4 -0.2 0.0 0.000
H 12.0130 -12.8854 -16.9655 -0.1 0.1 -0.4 0.000
H 13.1205 -11.6680 -16.4134 0.1 0.0 0.4 0.000
H 10.5625 -12.7021 -15.0444 0.4 -0.9 0.0 0.000
H 11.2290 -11.2437 -14.6262 0.6 0.1 0.6 0.000
H 15.3192 -15.9480 -13.5724 0.2 1.1 -0.5 0.000
H 13.8609 -16.4584 -14.3686 -0.2 0.3 -0.1 0.000
H 13.9783 -16.2693 -12.6444 -0.8 0.7 0.2 0.000
C 5.5903 -9.5022 -7.7414 0.3 0.1 -0.4 0.000
C 4.8560 -10.7883 -8.0605 -2.4 0.4 0.6 0.000
O 5.5707 -11.7470 -8.7895 0.1 0.7 -0.3 0.000
C 6.4057 -12.5027 -8.1336 1.2 -1.1 3.0 0.000
O 6.6302 -12.5675 -6.8787 -1.1 0.6 -4.0 0.000
O 6.9818 -13.2434 -9.0526 0.1 0.2 -0.6 0.002
C 8.0306 -14.0825 -8.6394 0.7 -1.1 0.8 0.004
H 5.7966 -8.8723 -8.6067 0.2 -0.6 -0.6 0.000
H 6.5437 -9.7562 -7.2781 -0.1 0.4 0.4 0.000
H 4.9912 -8.7777 -7.1898 -0.1 -0.6 0.8 0.000
H 3.9351 -10.6087 -8.6152 0.3 0.3 -0.8 0.000
H 4.3748 -11.3224 -7.2412 0.8 0.3 0.9 0.000
H 7.6132 -14.8226 -7.9567 0.4 0.0 0.3 0.000
H 8.8316 -13.4964 -8.1890 -0.1 -0.2 0.2 -0.003
H 8.4679 -14.6284 -9.4754 -0.4 0.3 -0.3 -0.002
C 8.3769 -9.4435 -11.4870 1.6 2.4 -0.1 0.000
C 9.8178 -9.9577 -11.7534 -1.2 -1.3 0.2 0.001
O 10.9386 -9.0652 -11.6228 0.2 1.8 -0.3 0.000
C 11.4241 -8.3564 -12.6996 0.6 -1.5 -1.4 0.000
O 11.1463 -8.6187 -13.8563 -0.2 0.8 1.3 0.000
O 12.4191 -7.5157 -12.3200 -1.2 0.1 1.0 0.000
C 13.0036 -6.5788 -13.2387 0.2 -0.2 -1.1 0.000
H 8.2975 -8.5728 -12.1379 -0.7 -0.2 -0.7 0.000
H 8.3181 -8.8992 -10.5444 -0.1 -0.7 0.6 0.000
H 7.5669 -10.1590 -11.6287 0.4 -0.1 0.0 0.000
H 9.7400 -10.4234 -12.7358 0.8 0.0 0.0 0.000
H 9.9930 -10.7064 -10.9809 0.5 -0.2 -0.3 0.000
H 12.2846 -5.9558 -13.7708 -0.4 -0.6 -0.1 0.000
H 13.6445 -7.1208 -13.9341 -0.3 0.0 -0.2 0.000
H 13.6558 -5.8346 -12.7816 -0.1 -0.6 1.0 0.000
C 17.5889 -12.9687 -3.2555 1.0 1.3 -0.6 0.000
C 16.2922 -12.8425 -3.9913 -1.3 -1.5 -0.3 0.001
O 15.7987 -11.5194 -3.9972 -1.9 1.4 0.1 0.002
C 14.4754 -11.3368 -4.3299 0.2 -2.0 -0.6 0.000
O 13.6632 -12.1835 -4.7381 2.1 1.5 1.2 -0.010
O 14.2359 -10.0770 -4.1520 0.3 1.4 0.3 0.002
C 12.9420 -9.5005 -4.2955 -0.7 -0.3 0.0 0.001
H 18.0642 -13.9471 -3.3264 -0.6 -0.1 0.3 0.000
H 17.5091 -12.5529 -2.2511 -0.2 -0.5 0.2 0.000
H 18.3249 -12.3163 -3.7253 0.1 0.2 -0.2 0.000
H 15.5418 -13.4536 -3.4896 0.0 -0.2 -0.1 0.000
H 16.2675 -13.1194 -5.0452 0.6 -0.6 0.1 0.002
H 12.2059 -10.1171 -3.7798 0.0 -0.1 -0.3 0.000
H 12.6708 -9.3688 -5.3430 0.1 -0.3 0.0 0.000
H 12.9449 -8.5176 -3.8244 0.4 -0.1 0.0 0.000
C 13.3695 -20.0711 -9.7191 -0.4 0.1 -0.3 0.000
C 14.0489 -18.9475 -10.6015 -1.4 -1.5 1.4 0.000
O 14.8268 -19.4880 -11.6986 1.0 0.1 -0.8 0.000
C 14.3024 -19.9352 -12.8940 -5.5 0.6 3.2 0.000
O 13.0864 -19.8130 -13.1265 2.0 0.6 -0.3 0.000
O 15.0802 -20.7039 -13.5296 3.3 -0.5 -0.9 0.000
C 14.6912 -21.2997 -14.7786 -1.4 -0.2 0.2 0.000
H 12.7925 -19.7148 -8.8658 -0.1 1.1 -0.2 0.000
H 13.9629 -20.7917 -9.1564 0.9 0.0 -0.8 0.000
H 12.6223 -20.6181 -10.2940 0.2 -0.1 -0.3 0.000
H 14.6573 -18.3808 -9.8967 0.9 -0.1 -0.7 0.000
H 13.2540 -18.2423 -10.8440 0.1 -0.3 -0.9 0.000
H 15.5284 -21.8358 -15.2256 0.1 0.4 0.4 0.000
H 14.2458 -20.5741 -15.4592 0.3 0.1 0.1 0.000
H 13.8859 -21.9912 -14.5308 0.1 -0.2 -0.2 0.000
C 13.5649 -8.2843 -9.5899 0.9 -0.2 0.3 0.000
C 13.3484 -9.5793 -8.9052 -0.1 -1.4 0.4 -0.006
O 14.5342 -10.3733 -9.1328 0.4 -1.7 0.3 0.002
C 14.6992 -11.5778 -8.5187 -1.1 0.1 0.3 0.044
O 14.0234 -12.0496 -7.5910 1.7 1.4 -1.9 0.002
O 15.7004 -12.1684 -9.1660 0.9 0.2 0.0 0.009
C 16.4868 -13.2186 -8.5618 -1.4 -0.7 0.6 -0.009
H 13.9503 -8.4159 -10.6009 -0.5 -0.2 -0.1 0.000
H 14.4152 -7.8757 -9.0439 -0.4 1.1 0.1 0.000
H 12.6026 -7.7727 -9.5690 0.5 0.6 0.0 0.000
H 12.4788 -10.0854 -9.3245 0.0 -0.3 0.2 0.001
H 13.2860 -9.5274 -7.8182 -0.5 0.4 0.0 0.000
H 15.7732 -13.9802 -8.2475 0.1 -0.1 0.4 0.006
H 17.0583 -12.8622 -7.7048 -0.1 0.2 -0.1 0.000
H 17.1303 -13.7339 -9.2748 -0.1 0.8 -0.4 -0.001
C 16.5657 -13.1464 -12.4791 -1.3 0.8 -0.4 0.000
C 15.9078 -11.7242 -12.4357 -1.8 -2.9 -0.5 0.000
O 16.8417 -10.9510 -11.8752 4.1 3.8 1.4 0.000
C 16.7449 -9.6032 -11.8995 -0.6 -0.6 -0.4 0.000
O 15.8193 -9.0078 -12.3756 -0.4 0.4 -0.1 0.000
O 17.8156 -9.0481 -11.3487 1.1 -1.1 0.3 0.000
C 17.9128 -7.6565 -11.1614 -0.5 1.1 -0.2 0.000
H 17.0450 -13.3224 -11.5160 0.1 -0.2 -0.2 0.000
H 17.2498 -13.2306 -13.3235 0.4 0.2 0.3 0.000
H 15.7890 -13.8792 -12.6979 0.0 0.0 0.4 0.000
H 15.0851 -11.6692 -11.7229 -0.7 -0.6 -0.5 0.000
H 15.5850 -11.4201 -13.4314 0.0 0.2 0.0 0.000
H 17.2264 -7.3379 -10.3769 0.0 0.0 0.0 0.000
H 17.7144 -7.0706 -12.0589 -0.4 -0.3 -0.2 0.000
H 18.9234 -7.3477 -10.8940 0.1 -0.8 0.2 0.000
C 9.4894 -22.3284 -8.3563 -0.8 0.9 0.4 0.000
C 10.8870 -22.3582 -7.7873 0.6 -0.4 -0.8 0.001
O 11.0120 -22.1490 -6.3816 -1.1 -0.4 0.6 0.000
C 11.3383 -20.9669 -5.8552 1.7 0.6 -2.3 0.000
O 11.6343 -19.9796 -6.5208 -0.6 -0.7 0.9 0.000
O 11.5119 -21.1394 -4.5756 0.2 0.2 1.8 0.000
C 12.3583 -20.1933 -3.8516 0.0 -0.2 -0.2 0.000
H 9.3542 -22.8040 -9.3277 0.7 0.0 -0.1 0.000
H 9.2300 -21.2752 -8.4637 -0.4 0.0 -0.1 0.000
H 8.7251 -22.8068 -7.7439 0.2 0.0 0.4 0.000
H 11.5120 -21.6244 -8.2960 0.0 -0.1 0.0 0.000
H 11.2897 -23.3552 -7.9658 0.3 0.1 0.3 0.000
H 12.4158 -20.4693 -2.7987 -0.8 -0.3 -0.1 0.000
H 11.9771 -19.1763 -3.9442 0.3 -0.1 -0.2 0.000
H 13.3894 -20.3268 -4.1790 -0.1 0.4 -0.5 0.000
C 5.8515 -15.0031 -12.7944 0.8 0.4 0.1 0.000
C 4.9870 -15.7707 -11.8060 1.7 -1.8 -1.7 0.000
O 3.9785 -14.9699 -11.3369 -0.7 0.7 1.0 0.000
C 2.8297 -14.8454 -11.9752 -1.5 -0.7 -1.2 0.000
O 2.3569 -15.5117 -12.8797 1.1 0.5 0.7 0.000
O 2.2148 -13.8460 -11.3749 -1.3 1.6 0.6 0.000
C 0.9787 -13.2334 -11.8921 1.0 -0.6 0.0 0.000
H 5.2679 -14.5713 -13.6074 -0.2 0.0 0.1 0.000
H 6.6326 -15.5877 -13.2803 -0.2 -0.5 0.2 0.000
H 6.4109 -14.2123 -12.2946 -0.2 0.3 0.1 0.000
H 5.5461 -16.1792 -10.9642 0.1 0.5 0.2 0.000
H 4.6554 -16.6743 -12.3175 -0.7 0.1 0.0 0.000
H 0.2484 -13.9859 -12.1894 0.2 0.0 0.0 0.000
H 1.2523 -12.5769 -12.7181 -0.1 -0.2 -0.2 0.000
H 0.5872 -12.5964 -11.0990 0.2 -0.3 0.1 0.000
C 11.8193 -18.1142 -16.2638 0.5 1.2 0.3 -0.002
C 10.8368 -19.1611 -16.6336 0.3 -0.7 1.7 0.000
O 11.3028 -19.6951 -17.8710 0.0 -0.6 -1.0 0.000
C 12.0867 -20.7678 -17.8865 0.0 -3.1 1.9 0.000
O 12.2640 -21.5884 -16.9710 -0.2 2.2 -1.2 0.000
O 12.5719 -20.9784 -19.1036 -0.5 1.9 -0.6 0.000
C 13.4586 -22.0060 -19.4498 0.3 -1.6 0.9 0.000
H 11.8640 -17.4576 -17.1326 0.4 0.5 0.3 0.000
H 12.8137 -18.4858 -16.0163 0.1 -0.5 -0.5 0.000
H 11.5961 -17.5690 -15.3467 -0.6 0.2 -0.3 0.002
H 9.8198 -18.7768 -16.7106 0.2 0.0 -0.7 0.000
H 10.8093 -19.8923 -15.8256 0.0 -0.6 -0.4 0.000
H 13.6908 -22.7017 -18.6435 -0.4 0.3 0.6 0.000
H 14.4418 -21.6309 -19.7338 -0.4 0.3 -0.6 0.000
H 12.9471 -22.6466 -20.1683 0.4 0.4 -0.5 0.000
C 16.1277 -18.2357 -5.1388 -0.8 -0.1 0.8 0.000
C 16.4436 -17.3693 -6.3213 -0.7 -0.8 0.1 0.002
O 17.2170 -16.3109 -5.7353 0.2 0.7 0.1 0.000
C 18.3744 -15.9524 -6.2346 1.4 -0.4 -1.9 0.000
O 18.9038 -16.4796 -7.2142 -0.5 1.2 1.5 0.000
O 18.8827 -14.9142 -5.5169 -1.5 -0.6 0.4 0.000
C 20.0676 -14.2786 -5.9598 0.4 -0.5 -0.2 0.000
H 15.3169 -18.9496 -5.2839 0.1 -0.1 -0.5 0.000
H 15.7423 -17.5895 -4.3503 0.2 0.0 0.2 0.000
H 17.0150 -18.7708 -4.8003 0.0 0.1 0.1 0.000
H 15.5510 -16.9280 -6.7648 0.0 0.2 0.2 -0.001
H 16.8889 -18.0047 -7.0869 0.8 0.7 -0.1 0.000
H 20.7990 -15.0791 -6.0706 0.3 0.4 -0.6 0.000
H 20.4343 -13.5892 -5.1994 -0.4 -0.2 0.2 0.000
H 19.8473 -13.6916 -6.8514 0.3 -0.3 -0.2 0.000
C 22.4609 -19.3557 -13.5684 -0.7 -0.5 -1.8 0.000
C 22.4838 -19.4628 -12.1084 1.0 0.4 1.2 0.000
O 21.7074 -18.4163 -11.5429 -3.2 0.9 0.8 0.000
C 20.3050 -18.5527 -11.4015 0.5 -3.0 1.0 0.000
O 19.6921 -19.6193 -11.5420 1.4 2.6 -0.4 0.000
O 19.8050 -17.4492 -10.8442 -0.2 0.1 -0.9 0.000
C 18.3883 -17.3575 -10.5197 -0.3 -0.7 0.8 0.000
H 22.5023 -18.2972 -13.8251 0.2 0.0 -0.1 0.000
H 21.5550 -19.7591 -14.0210 -0.1 0.0 0.0 0.000
H 23.3020 -19.8659 -14.0379 0.1 0.0 0.1 0.000
H 23.5003 -19.1706 -11.8447 0.0 0.1 0.5 0.000
H 22.3417 -20.4175 -11.6018 -0.6 -0.1 -0.4 0.000
H 18.3269 -16.4936 -9.8579 0.0 0.0 -0.4 0.000
H 17.9772 -18.1993 -9.9626 0.9 -0.4 0.4 0.000
H 17.6424 -17.3730 -11.3144 0.8 0.7 -0.9 0.000
C 10.2552 -17.3350 -12.6325 0.6 1.3 -1.0 0.000
C 9.6859 -18.6070 -12.1334 0.7 -0.3 0.4 0.000
O 8.5221 -18.3307 -11.4116 -0.9 -0.5 0.4 0.000
C 8.5281 -18.1307 -10.0993 2.6 1.4 0.2 -0.001
O 9.4836 -17.8690 -9.3618 -0.9 -1.0 -1.4 0.000
O 7.2990 -18.0826 -9.7826 -3.0 0.0 2.2 0.000
C 6.8496 -17.7094 -8.4285 -0.8 0.3 -1.0 0.000
H 9.6362 -16.7862 -13.3423 -0.3 -0.6 -0.5 0.000
H 11.2070 -17.5412 -13.1219 0.1 0.2 0.1 0.000
H 10.3530 -16.5246 -11.9102 0.5 -0.5 0.8 0.000
H 10.3796 -19.1456 -11.4878 0.2 0.0 0.0 0.000
H 9.3832 -19.2854 -12.9311 0.1 0.1 -0.1 0.000
H 5.9418 -17.1436 -8.6386 0.0 0.2 0.0 0.000
H 7.5187 -17.0640 -7.8595 0.4 -0.5 0.0 -0.001
H 6.4635 -18.5862 -7.9087 0.7 -0.2 0.1 0.000
```
Positions in Å, forces in eV/Å.

Formula: C5H9NO
Source: the OMol25 dataset
Level of theory: ωB97M-V/def2-TZVPD

Structure (SMILES) = CC1(C)[NH2+]C=C1[O-]
ΔE to the lowest compared entry with this formula, charge and spin = 272.4 kJ/mol
Kohn-Sham gap = 7.99 eV
LUMO = 0.46 eV

Geometry as XYZ:
```
16
Properties=species:S:1:pos:R:3:forces:R:3:nbo_charge:R:1
C 1.3289 -0.7937 -0.1171 0.0 0.0 0.0 -0.634
C 0.1453 0.1518 0.0037 0.2 0.1 0.0 0.067
C 0.4877 1.5702 -0.4003 -0.1 0.0 0.0 -0.637
N -1.1005 -0.4519 -0.6764 -0.1 -0.1 -0.2 -0.522
C -1.5912 -0.8349 0.6728 0.0 -0.2 0.3 -0.419
C -0.6100 -0.1175 1.3510 0.0 -0.2 -0.2 0.448
O -0.2744 0.2146 2.4764 0.0 0.0 0.1 -0.661
H 2.0517 -0.5033 0.6529 -0.1 0.0 -0.1 0.247
H 1.8272 -0.7506 -1.0932 -0.1 0.0 0.1 0.203
H 1.0238 -1.8227 0.1036 0.0 0.2 -0.1 0.227
H 1.0000 1.6179 -1.3701 -0.1 0.0 0.1 0.208
H 1.1701 1.9680 0.3593 -0.1 -0.1 -0.1 0.250
H -0.3896 2.2248 -0.4244 0.1 -0.1 0.0 0.217
H -0.9059 -1.1774 -1.3763 0.0 0.1 0.2 0.394
H -1.7353 0.2470 -1.0557 0.4 0.1 -0.5 0.403
H -2.4426 -1.4804 0.8111 0.0 0.1 0.1 0.209
```
Positions in Å, forces in eV/Å.

Formula: C4H7NO2
Source: the OMol25 dataset
Level of theory: ωB97M-V/def2-TZVPD

ΔE to the lowest compared entry with this formula, charge and spin = 320.6 kJ/mol
Kohn-Sham gap = 10.06 eV
LUMO = 1.04 eV

Geometry as XYZ:
```
14
Properties=species:S:1:pos:R:3:forces:R:3:nbo_charge:R:1
C -1.3182 -1.1481 0.5708 0.0 0.0 0.0 -0.642
C -1.5141 0.1952 -0.0787 -0.1 -0.2 -0.1 0.032
C -0.4561 1.1940 -0.1259 -0.2 0.1 -0.3 0.340
O -1.4309 1.3021 0.8495 0.1 0.2 0.2 -0.479
C 1.5597 0.5685 -0.8264 0.3 -0.2 0.4 0.272
O 0.8346 0.8082 0.2901 0.2 -0.1 -0.3 -0.539
N 2.6746 -0.0584 -0.4777 -0.1 0.1 -0.2 -0.803
H -0.5203 -1.0856 1.3146 -0.1 0.0 -0.1 0.228
H -2.2434 -1.4337 1.0816 0.1 0.0 -0.1 0.220
H -1.0688 -1.9292 -0.1549 0.0 0.2 0.0 0.218
H -2.3068 0.2714 -0.8241 0.0 0.1 0.2 0.184
H -0.4171 1.9875 -0.8684 0.0 -0.1 0.1 0.184
H 3.2984 -0.3290 -1.2198 0.0 0.1 0.2 0.400
H 2.9083 -0.3428 0.4692 -0.1 0.1 0.0 0.382
```
Positions in Å, forces in eV/Å.

Formula: C4H9NO2
Source: the OMol25 dataset
Level of theory: ωB97M-V/def2-TZVPD

Structure (SMILES) = CNC(=O)CCO
ΔE to the lowest compared entry with this formula, charge and spin = 217.1 kJ/mol
Kohn-Sham gap = 10.12 eV
LUMO = 0.63 eV

Geometry as XYZ:
```
16
Properties=species:S:1:pos:R:3:forces:R:3:nbo_charge:R:1
C 0.8144 -0.8200 -0.3769 0.4 -0.6 -2.0 -0.534
C 0.0327 -0.7845 -1.7569 2.9 1.3 2.0 -0.069
O 1.0145 -1.4011 -2.6586 -1.9 0.5 0.0 -0.718
C 0.5622 0.2589 0.5782 1.9 1.1 3.7 0.644
N -0.6755 0.3984 1.1724 -1.3 -0.6 -2.0 -0.623
C -1.0215 1.6511 1.9014 0.7 -1.5 0.0 -0.427
O 1.5640 0.8763 1.0402 -2.4 -0.5 -1.4 -0.628
H 1.8889 -0.7164 -0.6062 -0.6 0.2 -0.2 0.263
H 0.7898 -1.8139 0.0308 -0.5 -0.5 0.7 0.222
H -0.9476 -1.2227 -1.6247 -0.1 -0.4 -0.7 0.173
H -0.0590 0.3414 -1.8761 0.0 -1.5 -1.1 0.185
H 0.8170 -2.3449 -2.7467 -0.1 0.3 0.1 0.472
H -1.4282 -0.2835 0.8275 1.5 1.8 0.8 0.389
H -1.2925 1.2839 2.9184 0.9 1.3 -0.3 0.208
H -1.8410 2.2042 1.5209 -1.4 -0.2 -0.8 0.194
H -0.2181 2.3726 1.6562 0.2 -0.7 1.4 0.248
```
Positions in Å, forces in eV/Å.

What are the F_max values for these records? In order: 0.1243, 0.0122, 0.0109, 0.0834 Eh/bohr.